Entry from OMol25: a molecular structure, C23H31N8O10P2S3Ti (ωB97M-V/def2-TZVPD).

Cartesian coordinates (Å):
Ti1 0.06668 -0.00586 -0.19668
C1 -2.14203 3.53195 -2.44561
N1 -1.04587 2.59724 -2.70173
C2 0.19887 3.22603 -3.15728
P1 -1.21321 1.01670 -2.99578
O1 -0.31361 0.08551 -2.22022
O2 -2.73653 0.73942 -2.50862
P2 -3.06417 0.18318 -1.02672
O3 -1.89993 0.47772 -0.10926
N2 -4.39546 1.00441 -0.62257
C3 -5.36913 1.55733 -1.56366
C4 -4.90997 0.76877 0.73496
N3 -3.28489 -1.42658 -1.08766
C5 -2.22989 -2.38068 -0.74091
C6 -4.33156 -1.94966 -1.96709
N4 -1.08558 0.64128 -4.55812
C7 -1.65481 1.52879 -5.56955
C8 -0.31569 -0.49418 -5.07256
H1 -1.74398 4.36753 -1.88071
H2 -2.92509 3.06503 -1.85427
H3 -2.56721 3.91469 -3.37857
H4 0.50104 3.95980 -2.41174
H5 0.06090 3.71627 -4.12426
H6 0.99157 2.48219 -3.23726
H7 -4.90796 1.73441 -2.53122
H8 -5.73051 2.50766 -1.17009
H9 -6.22444 0.88880 -1.68799
H10 -4.09848 0.47634 1.39975
H11 -5.67992 -0.00563 0.73859
H12 -5.33449 1.69972 1.10860
H13 -1.72821 -2.06179 0.17364
H14 -1.50460 -2.52160 -1.54922
H15 -2.69975 -3.33854 -0.52030
H16 -5.08739 -1.18617 -2.14996
H17 -4.81638 -2.80040 -1.48931
H18 -3.91913 -2.26607 -2.92823
H19 -2.24564 2.31650 -5.10291
H20 -2.31039 0.96097 -6.23056
H21 -0.86642 1.98921 -6.16827
H22 0.01481 -1.12789 -4.25492
H23 0.55630 -0.13427 -5.62115
H24 -0.93977 -1.07911 -5.74912
O4 -0.33451 -1.75922 3.38320
C9 0.13946 -1.60935 2.29550
O5 -0.02164 -0.47763 1.58988
C10 0.91130 -2.68712 1.59703
C11 1.18029 -3.85539 2.30042
C12 1.81864 -4.90074 1.66817
C13 2.17322 -4.84801 0.33257
C14 1.87278 -3.69989 -0.36383
C15 1.29029 -2.58689 0.25577
O6 1.11890 -1.46672 -0.45603
N5 2.13796 -3.66841 -1.80861
O7 3.18474 -4.13434 -2.19293
O8 1.26593 -3.19723 -2.51724
N6 2.10287 -6.13583 2.42560
O9 2.67667 -7.02403 1.83236
O10 1.78051 -6.15309 3.59286
H25 0.87845 -3.93640 3.33534
H26 2.65367 -5.68636 -0.15151
S1 -1.68550 4.71372 3.73891
C16 -0.91347 4.05430 2.45689
S2 0.12544 2.64664 2.55546
C17 0.44774 2.76821 0.85114
N7 -0.14643 3.74876 0.26647
N8 -0.89431 4.46696 1.15105
C18 -1.56689 5.61597 0.62424
C19 -0.84352 6.48527 -0.17840
C20 -1.48687 7.57091 -0.75243
C21 -2.83714 7.78511 -0.51626
C22 -3.54662 6.91156 0.29629
C23 -2.91632 5.81813 0.87050
S3 1.57007 1.73339 -0.03346
H27 0.21051 6.30916 -0.34608
H28 -0.92765 8.25683 -1.37408
H29 -3.33407 8.63872 -0.95684
H30 -4.59690 7.08327 0.48986
H31 -3.45610 5.13822 1.51227

Atoms 1-6, force components in eV/Å:
0.3807 0.1884 0.3651
-0.0426 -0.0350 -0.0349
-0.0726 -0.0630 -0.1443
0.0297 -0.0180 0.0450
-0.1223 -0.0879 -0.3044
0.2584 -0.0678 0.5655

Calculated values
Charge: +1
Orbital gap: 6.395 eV
F_max: 0.625 eV Å⁻¹